Entry 1:
{"formula": "C47H90FO13P2S", "method": "wB97M-V/def2-TZVPD", "charge": 1, "orbital_gap_ev": 6.21, "symbols": ["C", "C", "F", "P", "S", "C", "O", "C", "C", "C", "C", "C", "C", "P", "C", "C", "H", "H", "H", "H", "H", "H", "H", "H", "H", "H", "H", "H", "H", "H", "H", "H", "H", "H", "C", "C", "O", "C", "H", "H", "H", "H", "H", "H", "C", "C", "O", "C", "H", "H", "H", "H", "H", "H", "C", "C", "O", "C", "H", "H", "H", "H", "H", "H", "C", "C", "O", "C", "H", "H", "H", "H", "H", "H", "C", "C", "O", "C", "H", "H", "H", "H", "H", "H", "C", "C", "O", "C", "H", "H", "H", "H", "H", "H", "C", "C", "O", "C", "H", "H", "H", "H", "H", "H", "C", "C", "O", "C", "H", "H", "H", "H", "H", "H", "C", "C", "O", "C", "H", "H", "H", "H", "H", "H", "C", "C", "O", "C", "H", "H", "H", "H", "H", "H", "C", "C", "O", "C", "H", "H", "H", "H", "H", "H", "C", "C", "O", "C", "H", "H", "H", "H", "H", "H"], "coordinates": [[1.7339, 0.9276, -1.0575], [1.1914, -0.1988, -2.1256], [0.1283, 0.3887, -2.9888], [2.5867, -0.9373, -3.2473], [3.4770, -2.5314, -2.0441], [3.9340, 0.3710, -3.5303], [4.3974, 0.5360, -4.9138], [4.1156, 1.9616, -5.2617], [2.5165, 2.3890, -5.4067], [1.9889, 3.8922, -5.8285], [3.1386, 5.0299, -6.1148], [4.7313, 4.6317, -5.9292], [5.2662, 3.1074, -5.5053], [1.6883, -1.8149, -5.0077], [2.1183, -0.9287, -6.6357], [1.8692, -3.7117, -5.1055], [1.3000, 0.7805, 0.0324], [2.9046, 1.0027, -0.9932], [1.3466, 1.9699, -1.4294], [0.7236, -1.1166, -1.5482], [2.5338, -3.5817, -1.9074], [3.6317, 1.4178, -3.0422], [4.8882, 0.0216, -2.9031], [1.6996, 1.5736, -5.1967], [0.8149, 4.0698, -5.9353], [2.7682, 6.0956, -6.4419], [5.5046, 5.5165, -6.1230], [6.4182, 2.8553, -5.3784], [1.7220, -1.6279, -7.5186], [1.5436, 0.1042, -6.7988], [3.2831, -0.8126, -6.8490], [2.3025, -4.1784, -4.1132], [2.5471, -4.0042, -6.0307], [0.7658, -4.1469, -5.2427], [-4.5068, 1.4848, -1.3720], [-3.5679, 0.7155, -0.4818], [-3.7916, 0.5842, 0.7205], [-2.3446, 0.1129, -1.1195], [-5.3445, 1.8621, -0.7759], [-3.9837, 2.3347, -1.8174], [-4.9004, 0.8286, -2.1523], [-1.7253, 0.9016, -1.5537], [-2.6418, -0.6045, -1.8886], [-1.7597, -0.4127, -0.3573], [-5.1564, -0.8976, 2.6371], [-5.7862, -1.1919, 3.9723], [-5.8492, -2.3397, 4.4096], [-6.3361, -0.0273, 4.7518], [-4.8039, -1.8324, 2.1884], [-5.8944, -0.4458, 1.9697], [-4.3021, -0.2288, 2.7685], [-7.1266, 0.4633, 4.1785], [-5.5344, 0.6804, 4.9774], [-6.7597, -0.3893, 5.6945], [10.0247, 3.1660, -3.6776], [9.4521, 4.2976, -4.4885], [8.4935, 4.1241, -5.2393], [10.0980, 5.6499, -4.3454], [9.4590, 2.2508, -3.8819], [11.0688, 3.0012, -3.9550], [9.9456, 3.3954, -2.6120], [11.1453, 5.5957, -4.6526], [10.0222, 5.9900, -3.3095], [9.5805, 6.3690, -4.9891], [-5.4533, -1.1317, 9.1152], [-4.7901, 0.1754, 8.7726], [-5.4493, 1.1553, 8.4292], [-3.2889, 0.2372, 8.8663], [-6.5379, -1.0286, 9.0031], [-5.1045, -1.9144, 8.4369], [-5.2328, -1.4000, 10.1514], [-2.8436, -0.4845, 8.1770], [-2.9718, 0.0300, 9.8915], [-2.9492, 1.2411, 8.5905], [-8.5775, -1.1724, 0.9146], [-9.4627, -0.0739, 0.3896], [-9.1105, 0.6351, -0.5517], [-10.7956, 0.1236, 1.0608], [-7.6487, -1.1982, 0.3348], [-8.3307, -0.9820, 1.9621], [-9.0811, -2.1368, 0.8114], [-10.6476, 0.3716, 2.1148], [-11.3981, -0.7831, 0.9642], [-11.3264, 0.9504, 0.5772], [-3.6901, -4.2066, 5.2231], [-3.3870, -4.3386, 6.6917], [-3.1261, -3.3539, 7.3809], [-3.4153, -5.7222, 7.2843], [-3.6331, -3.1517, 4.9343], [-2.9563, -4.7689, 4.6403], [-4.6996, -4.5714, 5.0178], [-2.6693, -6.3520, 6.7933], [-4.4126, -6.1545, 7.1709], [-3.1777, -5.6645, 8.3518], [-0.6765, 2.4173, 6.3606], [-0.0001, 2.3284, 7.7024], [-0.6003, 1.9175, 8.6942], [1.4392, 2.7619, 7.7840], [-1.7117, 2.0718, 6.4525], [-0.6832, 3.4544, 6.0159], [-0.1578, 1.7800, 5.6401], [1.5267, 3.8143, 7.5026], [2.0522, 2.1400, 7.1268], [1.7962, 2.6431, 8.8124], [-8.8159, -2.9486, 7.0412], [-9.7011, -1.8502, 6.5162], [-9.3489, -1.1411, 5.5749], [-11.0340, -1.6527, 7.1874], [-7.8872, -2.9745, 6.4614], [-8.5691, -2.7582, 8.0887], [-9.3195, -3.9130, 6.9380], [-10.8861, -1.4046, 8.2414], [-11.6366, -2.5593, 7.0908], [-11.5648, -0.8259, 6.7038], [-8.1582, -5.9421, 1.9385], [-8.9153, -5.2274, 0.8514], [-9.4326, -4.1292, 1.0494], [-9.0152, -5.9083, -0.4875], [-8.1685, -5.3329, 2.8486], [-8.6351, -6.9015, 2.1544], [-7.1206, -6.0936, 1.6308], [-9.5302, -6.8661, -0.3796], [-8.0157, -6.0583, -0.9034], [-9.5892, -5.2768, -1.1738], [3.4569, -4.6139, -9.8341], [4.1333, -4.7027, -8.4923], [3.5330, -5.1137, -7.5006], [5.5726, -4.2693, -8.4108], [2.4217, -4.9594, -9.7422], [3.4501, -3.5768, -10.1789], [3.9756, -5.2512, -10.5547], [5.6601, -3.2169, -8.6922], [6.1856, -4.8912, -9.0679], [5.9296, -4.3881, -7.3824], [7.5867, 7.6831, -0.6382], [8.1415, 8.3358, -1.8759], [9.2212, 7.9886, -2.3517], [7.3241, 9.4300, -2.5091], [8.2830, 6.9122, -0.2914], [7.4671, 8.4277, 0.1528], [6.6274, 7.2113, -0.8650], [7.1927, 10.2524, -1.8015], [6.3530, 9.0361, -2.8193], [7.8475, 9.8085, -3.3934], [14.4408, 0.3829, -3.0336], [13.6837, 1.0977, -4.1207], [13.1664, 2.1958, -3.9227], [13.5838, 0.4168, -5.4596], [14.4306, 0.9921, -2.1236], [13.9639, -0.5764, -2.8177], [15.4784, 0.2314, -3.3414], [13.0688, -0.5410, -5.3518], [14.5833, 0.2668, -5.8755], [13.0098, 1.0482, -6.1459]]}

Entry 2:
{"formula": "C47H93BaN10O5", "method": "wB97M-V/def2-TZVPD", "charge": 5, "orbital_gap_ev": 6.99, "symbols": ["Ba", "C", "C", "C", "O", "H", "H", "H", "H", "H", "H", "H", "C", "C", "N", "C", "C", "N", "C", "C", "H", "H", "H", "H", "H", "H", "H", "H", "H", "H", "H", "C", "C", "N", "C", "C", "N", "C", "C", "H", "H", "H", "H", "H", "H", "H", "H", "H", "H", "H", "C", "C", "N", "C", "C", "N", "C", "C", "H", "H", "H", "H", "H", "H", "H", "H", "H", "H", "H", "C", "C", "N", "C", "C", "N", "C", "C", "H", "H", "H", "H", "H", "H", "H", "H", "H", "H", "H", "C", "C", "C", "N", "C", "C", "C", "C", "C", "H", "H", "H", "H", "H", "H", "H", "H", "H", "H", "H", "H", "H", "H", "H", "H", "H", "H", "C", "C", "C", "N", "C", "C", "C", "C", "C", "H", "H", "H", "H", "H", "H", "H", "H", "H", "H", "H", "H", "H", "H", "H", "H", "H", "H", "C", "C", "O", "O", "H", "H", "H", "C", "C", "O", "O", "H", "H", "H"], "coordinates": [[-21.8950, -9.4666, -19.3007], [-18.9315, -11.5848, -16.0013], [-20.2985, -10.8684, -15.9037], [-20.2396, -9.3716, -15.6219], [-21.0694, -11.1402, -17.0409], [-18.4992, -11.4797, -14.9979], [-18.2335, -11.1057, -16.6923], [-19.1478, -12.6331, -16.1907], [-20.7616, -11.3727, -15.0280], [-19.7926, -8.7632, -16.4122], [-19.5098, -9.3737, -14.7877], [-21.1762, -8.8891, -15.3520], [-17.8768, -6.0230, -15.1696], [-19.0414, -5.5502, -16.0308], [-19.6542, -4.2865, -15.6095], [-19.4048, -3.0651, -16.1913], [-20.1810, -2.1698, -15.5411], [-20.8007, -2.7937, -14.4610], [-20.4217, -4.0952, -14.5599], [-21.6955, -2.2225, -13.4832], [-17.5466, -7.0144, -15.4764], [-18.2002, -6.1887, -14.1358], [-17.0603, -5.3014, -15.1751], [-19.7382, -6.3798, -16.1558], [-18.7681, -5.3755, -17.0715], [-18.7153, -2.9095, -17.0028], [-20.3599, -1.1426, -15.8166], [-20.7387, -4.8661, -13.8772], [-22.6945, -2.6466, -13.6025], [-21.7772, -1.1434, -13.5762], [-21.4535, -2.4441, -12.4432], [-19.7582, -15.2351, -17.3900], [-19.2798, -14.9029, -18.7847], [-18.1754, -13.9574, -18.7912], [-16.9425, -14.1854, -18.2819], [-16.2291, -13.0302, -18.2997], [-17.0026, -12.1189, -18.9640], [-18.2377, -12.6443, -19.1226], [-16.5620, -10.7953, -19.3068], [-19.6730, -14.3924, -16.6972], [-19.1004, -16.0071, -16.9814], [-20.7950, -15.5142, -17.2139], [-20.1124, -14.4121, -19.2974], [-19.0659, -15.7374, -19.4506], [-16.6243, -15.0961, -17.8007], [-15.2155, -12.8030, -18.0201], [-19.0429, -12.0097, -19.4495], [-16.5114, -10.6049, -20.3778], [-15.6230, -10.5214, -18.8367], [-17.3207, -10.1072, -18.9167], [-25.0841, -16.7430, -18.0672], [-25.3579, -16.1883, -16.6697], [-25.2208, -14.7097, -16.6556], [-24.0335, -14.0827, -16.9264], [-24.1577, -12.7768, -16.6181], [-25.5035, -12.5704, -16.3247], [-26.0899, -13.7693, -16.2615], [-26.0544, -11.2239, -16.0907], [-25.4827, -17.7551, -18.1381], [-24.0125, -16.7602, -18.2558], [-25.6015, -16.2255, -18.8745], [-24.6706, -16.5242, -15.8955], [-26.3810, -16.3258, -16.3198], [-23.1647, -14.6579, -17.1958], [-23.4945, -11.9412, -16.7384], [-27.1407, -13.8871, -16.0468], [-25.2643, -10.6530, -15.6108], [-26.9804, -11.1897, -15.5240], [-26.2289, -10.7715, -17.0669], [-19.5189, -9.4648, -10.4795], [-19.5859, -8.4784, -9.2727], [-18.9449, -7.1862, -9.6433], [-17.6688, -6.7889, -9.2937], [-17.5854, -5.4720, -9.6545], [-18.8302, -5.0281, -9.9903], [-19.6544, -6.0836, -9.9446], [-19.1007, -3.6917, -10.4687], [-19.9807, -9.1675, -11.4197], [-20.0334, -10.3610, -10.1266], [-18.4643, -9.6869, -10.6226], [-18.9552, -8.9248, -8.5083], [-20.5499, -8.1757, -8.8752], [-16.9943, -7.4090, -8.7294], [-16.7467, -4.8040, -9.5410], [-20.6849, -6.1441, -10.2524], [-18.2329, -3.0981, -10.7498], [-19.4164, -3.1006, -9.5995], [-19.9074, -3.6452, -11.1921], [-22.1413, -14.1532, -13.7234], [-22.4416, -13.0407, -12.7173], [-23.6107, -12.1668, -13.0947], [-24.0047, -11.1007, -12.0625], [-24.5974, -11.7944, -10.8970], [-24.9281, -10.0021, -12.6149], [-24.5740, -8.7227, -11.8095], [-23.2891, -9.0144, -11.0124], [-22.7928, -10.3237, -11.5940], [-21.2770, -14.7178, -13.3789], [-21.9651, -13.6441, -14.6731], [-22.9493, -14.8771, -13.8367], [-21.5090, -12.4838, -12.5921], [-22.6297, -13.4084, -11.7040], [-24.5013, -12.7743, -13.2721], [-23.5323, -11.5621, -14.0029], [-25.0436, -11.1310, -10.1543], [-23.9095, -12.3420, -10.2470], [-25.3094, -12.5627, -11.1937], [-25.9544, -10.3420, -12.4985], [-24.7277, -9.9231, -13.6814], [-25.4082, -8.5196, -11.1423], [-24.5134, -7.8872, -12.5058], [-23.7054, -9.0496, -10.0041], [-22.5425, -8.2235, -11.0088], [-22.2590, -10.8523, -10.8097], [-22.2434, -10.1124, -12.5127], [-17.3249, -13.9662, -14.0465], [-16.0202, -13.8972, -13.2294], [-14.7656, -13.9678, -14.1401], [-13.4619, -14.0887, -13.3677], [-13.3436, -13.0710, -12.2927], [-12.3067, -13.9211, -14.3687], [-11.1875, -14.8002, -13.8360], [-11.9891, -16.0847, -13.5766], [-13.2282, -15.5581, -12.9025], [-17.1515, -13.7018, -15.0940], [-18.0636, -13.3363, -13.5639], [-17.6519, -14.9934, -14.2276], [-15.9132, -14.7034, -12.5034], [-16.0565, -12.9254, -12.7410], [-14.7113, -13.0539, -14.7323], [-14.8127, -14.8407, -14.7881], [-13.4466, -12.0625, -12.6883], [-12.3918, -13.2884, -11.8169], [-14.1578, -13.1655, -11.5757], [-12.0386, -12.8859, -14.5838], [-12.7201, -14.2699, -15.3161], [-10.7850, -14.3676, -12.9205], [-10.3715, -14.9276, -14.5428], [-11.4515, -16.8086, -12.9632], [-12.2310, -16.6823, -14.4571], [-13.0740, -15.4698, -11.8252], [-14.1539, -16.1197, -13.0074], [-21.5265, -4.7654, -18.3133], [-21.5412, -6.1890, -18.8798], [-20.8877, -7.1184, -18.2652], [-22.1835, -6.4851, -19.8845], [-22.3091, -4.1655, -18.7769], [-20.6496, -4.1501, -18.5355], [-21.6251, -4.8025, -17.2280], [-23.7801, -7.3598, -15.8699], [-24.5117, -8.2795, -16.8526], [-23.8245, -9.1772, -17.4329], [-25.7071, -8.0325, -16.9955], [-24.3953, -6.5305, -15.5266], [-22.9187, -6.8973, -16.3623], [-23.4587, -7.9283, -14.9884]]}

Computed LUMO energy (eV) in order:
-3.71 -9.53
Computed M (g mol⁻¹) in order:
976.24 1015.65
Computed HOMO energy (eV) in order:
-9.92 -16.52